A cluster of 2 separate species, C4H11N3 in total. Source: the OMol25 dataset; level of theory: wB97M-V/def2-TZVPD.

```
! RIJCOSX wB97M-V def2-TZVPD def2/J DEFGRID3
* xyz 0 1
C 0.015 1.788 -1.922
H 1.579 -1.829 -0.147
N -0.618 0.773 -1.282
C -2.018 0.826 -0.939
N 0.901 -1.190 0.266
H -2.611 1.097 -1.816
H 0.987 -2.633 3.072
H -1.450 2.981 -2.283
C 0.853 -1.196 1.520
N -0.449 2.855 -2.415
H 2.200 -1.364 3.147
H -2.223 1.555 -0.145
H 1.081 1.618 -2.041
H -0.058 0.074 -0.803
C 1.654 -2.019 2.470
H -2.334 -0.158 -0.599
H 2.358 -2.662 1.944
H 0.135 -0.518 1.974
*
```

SMILES string: [H]/N=C\NC.[H]/N=C\C
Calculated total energy (hartree): -323.24613
Relative energy (zero: lowest compared OMol25 entry of this formula, charge and spin) (eV): 1.644